Entry 1:
ORCA calculation (the ωB97M-V functional and the def2-TZVPD basis) on C25H30FeN7O7S as an isolated structure.

Last column: Löwdin spin population.
CARTESIAN COORDINATES (ANGSTROEM)
H: 3.6358 -0.8314 4.7084  0.00
H: -4.6846 1.1396 2.1061  0.00
H: -2.5711 1.3041 -5.3722  0.00
O: -2.4756 -3.8368 -2.4918  0.00
C: -2.4097 0.4728 -4.7017  0.00
C: 1.5816 2.6408 -0.3327  0.02
C: 2.0528 -1.0326 -0.5281  0.00
N: 0.4539 2.5137 -0.0530  0.03
H: -2.6546 4.1434 -0.1562  0.00
Fe: -1.3594 1.5825 -0.1616  3.69
N: 0.8676 -1.0882 0.3249  0.00
O: -3.1180 -0.1503 -7.2507  0.00
N: -1.9322 -2.8149 -2.1142  0.00
H: -1.4363 5.9711 1.4703  0.00
C: 2.4982 -3.4808 -1.1161  0.00
C: -2.5901 -0.8409 -5.1335  0.00
H: 1.1975 -2.5322 3.9471  0.00
H: 3.6801 -2.5456 4.3707  0.00
C: -2.7797 3.6115 0.7738  0.01
O: -1.3309 -2.7385 -1.0548  0.00
C: 1.5890 -4.1794 -0.1167  0.00
H: 2.9655 -1.1637 0.0558  0.00
H: 1.6211 -2.0499 5.5887  0.00
C: -2.4305 -1.9006 -4.2732  0.00
H: 0.9900 -2.1962 -1.9919  0.00
C: 3.3672 -1.3418 2.6356  0.00
C: -2.0135 3.9503 1.8940  0.01
C: -3.2077 2.2746 3.1667  0.00
H: 1.9957 -5.1524 0.1587  0.00
H: 0.0196 -1.3580 -0.1804  0.00
C: -2.0023 2.1811 -2.9746  0.01
N: -2.9844 -1.1035 -6.5059  0.00
O: -3.1610 -2.2621 -6.8380  0.00
C: 1.6961 -1.7640 4.5394  0.00
H: 1.4698 -3.5971 0.7970  0.00
H: 2.6376 -4.1262 -1.9887  0.00
H: 2.0993 -0.0428 -0.9957  0.00
H: -1.6533 3.5199 3.9539  0.00
C: -2.2438 3.2712 3.0817  0.00
C: 2.0035 -2.1201 -1.5948  0.00
C: 3.1536 -1.6202 4.1211  0.00
H: 3.3540 0.8084 2.8507  0.00
H: 1.1257 0.8796 2.8056  0.00
C: -2.0194 -1.6477 -2.9747  0.00
C: 2.9704 0.0534 2.1610  0.00
S: -1.0503 0.0462 1.7729  0.03
H: 0.5929 -4.3313 -0.5278  0.00
C: 3.7600 2.0531 -0.5086  0.00
C: -2.0363 0.7315 -3.4090  0.00
O: -2.2499 2.3977 -1.7273  0.06
H: 3.4273 0.2706 1.1939  0.00
H: -3.3548 1.7493 4.1002  0.00
N: 2.7974 2.9285 -0.5722  0.01
C: 0.5946 -0.2954 1.3476  0.01
H: 2.8210 -2.0870 2.0497  0.00
H: -0.2104 4.7689 1.0811  0.00
N: 4.6603 1.3294 -0.4384  0.00
H: -4.3066 2.3547 -0.0295  0.00
O: -1.2507 -0.1139 -1.3332  0.05
H: 1.1279 -0.8460 4.4073  0.00
C: -3.9513 1.9308 2.0529  0.00
C: -1.7388 -0.3323 -2.4890  0.01
N: 1.5306 0.2664 2.1127  0.00
H: -0.5099 5.2089 2.7667  0.00
C: -0.9838 5.0363 1.8013  0.00
O: -1.8398 3.0502 -3.8115  0.01
H: 2.6350 -1.7852 -2.4206  0.00
H: 3.4927 -3.3491 -0.6753  0.00
H: 4.4246 -1.4702 2.3900  0.00
H: -2.6172 -2.9128 -4.5965  0.00
C: -3.7319 2.6003 0.8525  0.01

Results
2S+1   5
Charge   -1
Expectation value of S²   6.01
LUMO (alpha / beta)   2.08 / 2.08 eV
ΔE to the lowest compared entry with this formula, charge and spin   38.3 kJ/mol

Entry 2:
ORCA calculation (the ωB97M-V functional and the def2-TZVPD basis) on C25H30IrN3O3Sb as an isolated structure in a non-equilibrium geometry.

Last column: Löwdin spin population.
CARTESIAN COORDINATES (ANGSTROEM)
C: -1.6742 -4.6802 1.7960  0.00
H: 3.1604 5.8222 -1.2519  0.00
C: -2.5981 -2.3744 -2.8681  0.14
C: 0.0298 3.6884 0.2285  0.00
C: -4.0481 -2.0193 -2.9103  0.04
C: -1.8796 -3.5387 0.9353  0.00
C: 4.0517 6.5230 0.5359  0.00
H: 3.1162 5.6134 3.7398  0.00
H: 5.9070 7.5019 2.2086  0.00
H: 4.4890 8.3302 2.7920  0.00
H: -1.1395 -2.6807 -6.2253  0.00
C: 1.2660 -1.2485 0.0387  0.00
C: 0.6187 1.3201 0.6699  0.00
H: -4.0008 -3.2974 0.9029  0.00
Sb: -0.8731 -1.2469 -3.9892  0.28
H: 0.5807 -2.2927 -5.9518  0.01
O: -0.9532 4.2466 -0.1246  0.00
C: -2.5771 -4.9646 2.8303  0.00
H: -0.1904 -3.6105 -5.0144  0.00
C: -2.3868 -6.0814 3.6382  0.00
H: -0.6825 2.5561 1.6723  0.00
H: 2.3108 1.2958 1.9925  0.00
C: 2.0720 -0.5538 0.9184  0.00
H: -4.3439 -1.6825 -3.9055  0.00
C: 2.2099 4.9310 0.5197  0.00
Ir: -1.0142 -2.0383 -1.5959  0.30
N: 0.1648 -0.7038 -0.5166  0.00
C: 1.7319 0.7434 1.2634  0.00
H: -0.8715 1.0921 -5.2657  0.01
H: -1.1608 -7.7981 4.0391  0.00
O: -2.1093 -3.4798 -2.5715  0.14
H: -3.1704 -2.2449 2.0349  0.00
H: -3.0887 -6.2940 4.4329  0.00
H: 5.1165 6.9971 3.7591  0.00
H: -3.4312 -4.3278 3.0179  0.00
H: -3.0841 -1.8964 0.2947  0.00
C: 3.1772 5.7838 -0.1681  0.00
H: -2.3064 0.1521 -5.7338  0.00
C: -0.5810 -5.5445 1.5810  0.00
N: 1.3143 4.3083 -0.2149  0.00
C: -1.6938 0.4811 -4.8955  0.03
C: 4.0540 6.4855 1.9783  0.00
C: 4.9640 7.3260 2.7324  0.00
C: -0.1397 0.5722 -0.2247  0.00
C: -0.4004 -6.6572 2.3879  0.00
H: 2.9365 -1.0412 1.3471  0.00
H: -1.0399 0.9786 -0.6690  0.00
H: -2.2821 1.0362 -4.1692  0.00
H: -4.2406 -1.2028 -2.2126  0.00
H: -4.6315 -2.9009 -2.6463  0.00
O: -1.0051 -3.2829 0.0551  0.01
C: -3.1036 -2.6913 1.0409  0.00
H: 1.2710 4.5860 -1.1945  0.00
C: -0.3402 -2.6429 -5.4866  0.02
H: 0.1075 -5.3509 0.7699  0.00
C: -1.2997 -6.9244 3.4154  0.00
H: 0.4334 -7.3223 2.2103  0.00
C: 3.1092 5.6252 2.6567  0.00
C: 2.2311 4.8658 1.9745  0.00
H: 1.4857 -2.2760 -0.2212  0.00
H: 1.5170 4.2401 2.4894  0.00
N: 0.1532 2.6230 1.0957  0.00
H: 4.7620 7.1670 0.0313  0.00

Results
2S+1   2
Charge   +4
Expectation value of S²   0.77
LUMO (alpha / beta)   -15.38 / -15.38 eV
ΔE to the lowest compared entry with this formula, charge and spin   270.9 kJ/mol

Entry 3:
ORCA calculation (the ωB97M-V functional and the def2-TZVPD basis) on the molecule C25H30N2O7.

Last column: Löwdin charge in e.
CARTESIAN COORDINATES (ANGSTROEM)
C: 4.6027 -0.3889 -0.7203  -0.05
H: -0.9801 -0.3859 -2.5290  0.10
O: -1.3899 -0.8809 1.4829  0.15
C: 0.8316 -3.4547 -0.1955  -0.28
H: 1.8411 -4.5916 -1.7679  0.13
C: 0.4116 -1.9282 -1.9227  -0.13
H: 2.6134 -0.1227 2.5979  0.09
H: 3.0378 1.5451 2.2711  0.09
N: -0.1748 -2.5913 -0.8365  0.07
H: 5.1516 -0.1172 0.1777  0.08
C: 0.7487 -0.4434 -3.7588  -0.08
O: -3.6936 3.2977 2.2371  0.09
C: -2.9684 2.6722 1.4914  -0.43
C: -1.2151 1.9470 3.0973  -0.20
H: -3.3746 -1.8165 -0.2591  0.15
C: -4.7449 2.5274 -1.6723  -0.06
H: 0.3494 -4.3945 0.0838  0.14
C: 2.3328 0.9091 2.7993  0.01
H: -5.3188 2.6712 0.4193  0.13
H: -4.7777 1.4416 -1.6988  0.07
H: 2.4169 1.0936 3.8685  0.08
C: -1.4678 -0.0655 0.6006  -0.42
C: 0.5422 1.2378 1.0322  -0.03
C: -1.6896 2.0475 1.8350  -0.02
O: 2.6488 0.7239 0.1007  -0.03
H: -3.9334 2.8637 -2.3117  0.08
H: 0.3960 0.3766 -4.3646  0.11
C: -2.4604 -1.6349 -0.8343  -0.04
H: 5.2935 -0.4461 -1.5562  0.08
C: 1.6597 -2.5047 -2.1961  -0.16
H: 2.9544 0.3758 -1.9086  0.10
H: 0.5042 -2.5121 1.7110  0.08
H: -2.0386 1.5958 5.0195  0.10
C: -0.0491 -0.8886 -2.7133  -0.01
O: -3.2804 2.4618 0.2028  -0.01
H: 4.1481 -1.3641 -0.5706  0.06
C: 1.9807 -1.0116 -4.0234  -0.10
H: -2.8439 2.8795 4.0969  0.07
C: -4.5171 3.0042 -0.2501  -0.22
C: -1.8861 2.4321 4.3378  0.01
H: 2.9242 -3.5840 -0.8056  0.11
H: 3.4031 -2.5142 -3.4288  0.12
N: 0.0164 1.3749 3.3145  0.12
O: -1.9954 -0.3085 -0.5954  0.01
C: 0.9392 1.1589 2.3234  -0.20
C: 1.3411 -2.7428 1.0560  -0.02
C: -1.4589 -2.7086 -0.4072  -0.42
H: 2.0465 -3.3755 1.5893  0.09
H: -5.6842 2.9237 -2.0472  0.08
H: 0.3183 1.2812 4.2730  0.15
H: 3.9762 1.6340 -1.1796  0.13
H: 2.5853 -0.6422 -4.8380  0.10
H: -4.4669 4.0982 -0.1975  0.13
O: 1.0281 1.4661 -1.2629  0.11
O: -1.8170 -3.6351 0.2905  0.09
H: 1.8304 -1.8097 0.7789  0.07
C: -0.9359 1.3603 0.7183  -0.09
C: 1.9293 -3.6338 -1.2482  -0.06
C: 2.4439 -2.0570 -3.2346  -0.04
H: -1.2641 3.1746 4.8372  0.09
H: -1.0763 1.8661 -0.2383  0.15
C: 1.3991 1.1651 -0.1493  -0.43
H: -2.6751 -1.6962 -1.9036  0.14
C: 3.5321 0.6446 -1.0182  -0.21

Results
Charge   0
Structure (SMILES)   CCOC(=O)C1=C(C)NC(C)=C(C(=O)OCC)C1C(=O)OCC(=O)N1c2ccccc2C[C@H]1C
LUMO   0.45 eV
ΔE to the lowest compared entry with this formula, charge and spin   19.5 kJ/mol

Entry 4:
ORCA calculation (the ωB97M-V functional and the def2-TZVPD basis) on C25H30N2OPdS4 as an isolated structure.

Last column: Löwdin charge in e.
CARTESIAN COORDINATES (ANGSTROEM)
H: 2.5867 -1.0014 -5.9635  0.11
C: 1.9111 -0.3874 -2.7038  -0.07
H: -0.0882 4.2173 -3.6194  0.09
C: -2.8363 -4.1154 2.8546  -0.08
H: 5.5293 -5.1208 1.4754  0.11
H: 6.3767 -5.8320 -0.7342  0.12
C: 4.1996 -1.0600 -2.9890  -0.04
O: 1.0537 -0.4077 0.3804  -0.72
H: 1.8465 3.2036 -2.4234  0.13
H: 0.7277 -0.3101 -4.4876  0.11
C: 0.8261 3.0350 -2.0800  -0.24
C: 3.6510 -4.0962 -1.7369  -0.04
C: 1.9180 -2.8605 -0.4143  -0.29
S: -3.1765 -0.7670 0.6771  0.85
H: 3.4747 -3.7798 1.6377  0.11
H: 4.8139 -1.4739 -4.9977  0.12
H: 3.3617 0.5208 -0.3394  0.10
H: 0.0006 4.6474 2.8853  0.09
H: -2.0463 -4.7625 3.2094  0.12
H: -4.4093 -5.1980 3.7546  0.13
C: 1.2450 3.0124 2.2105  -0.21
H: -6.2103 -3.7097 2.9281  0.13
S: -0.9199 -2.7225 1.5880  0.89
C: 3.1621 -0.6613 -2.1537  -0.28
C: 2.7471 -0.9084 -4.8981  -0.06
H: 3.1225 -3.8103 -2.6380  0.12
H: 2.2070 2.8370 1.7224  0.12
H: 1.7300 4.9933 2.8923  0.09
C: 3.9959 -1.1739 -4.3567  -0.05
C: -2.4905 -2.9936 2.0412  -0.63
N: 0.8963 2.9277 -0.6140  0.05
H: 0.8367 4.9902 1.3736  0.07
H: 1.5240 -2.6000 -1.3968  0.10
H: 1.1432 -3.3500 0.1777  0.03
H: 1.3170 2.5502 3.1930  0.13
C: 1.7033 -0.5190 -4.0685  -0.06
C: 0.0711 2.2503 0.1592  -0.72
N: 0.2145 2.2697 1.4776  0.01
C: 4.7987 -4.8695 -1.8207  -0.05
H: -5.6956 -1.7304 1.5645  0.13
H: -1.1179 3.9736 -2.2069  0.07
C: 3.1730 -3.6915 -0.4952  -0.29
Pd: -0.9668 -0.7146 0.5218  0.35
C: -3.5538 -2.0961 1.5862  -0.62
S: 2.2995 -1.3335 0.4659  1.04
C: 3.8511 -4.0683 0.6624  -0.06
C: 0.9322 4.4973 2.3418  -0.06
C: 3.4349 -0.5143 -0.6851  -0.24
C: 5.4804 -5.2305 -0.6670  -0.06
C: -4.9133 -2.3887 1.9168  -0.08
C: -5.1865 -3.4773 2.6682  0.01
H: 5.1595 -5.1927 -2.7878  0.12
C: 5.0061 -4.8303 0.5747  -0.06
H: 0.2321 5.1182 -2.1389  0.08
H: 4.4266 -0.8828 -0.4194  0.11
H: 1.0914 -0.0855 -2.0615  0.08
H: 5.1730 -1.2839 -2.5695  0.12
S: -1.2889 1.3759 -0.5311  0.67
C: -0.0935 4.1552 -2.5321  -0.06
C: -4.1362 -4.3456 3.1473  0.01
H: -0.5220 1.8262 2.0020  0.13
H: 0.4991 2.0732 -2.4645  0.07
H: 1.5600 3.5366 -0.1563  0.14

Results
Charge   +2
LUMO (alpha / beta)   -9.05 / -9.02 eV